Density functional theory data (ωB97M-V/def2-TZVPD) for a molecular structure, C6H7NO in a non-equilibrium geometry.

## Properties
HOMO ... -9.03 eV
Orbital gap ... 10.06 eV
E ... -362.67043 hartree
Net charge ... 0
Relative energy (zero: lowest compared OMol25 entry of this formula, charge and spin) ... 89.77 kcal/mol

Each line ends with the Mulliken charge.
CARTESIAN COORDINATES (ANGSTROEM)
1 C 0.4744 0.6061 -1.1273  -0.697
2 C 1.3727 -0.0347 -0.0905  -0.037
3 C 0.3530 0.0485 1.0662  0.124
4 C -0.8657 0.6687 -0.3278  0.284
5 C -1.5399 -0.6054 0.0231  -0.509
6 C -0.6859 -1.0786 0.8751  -0.691
7 H 1.6903 -0.9881 -1.9173  0.246
8 H 0.8507 1.3110 -1.8690  0.424
9 H 2.4138 0.3120 0.0726  0.373
10 H 0.9237 -0.1974 2.0978  0.366
11 H -1.6685 1.2953 -0.7439  0.504
12 H -2.4569 -1.1573 -0.3918  0.311
13 H -0.7534 -2.0664 1.3548  0.356
14 N 1.0178 -0.8197 -1.2015  -0.572
15 O -0.3468 1.2002 0.9117  -0.482